1.
Below is a cluster of 2 separate species, C3H4IN in total at a distorted geometry, with properties calculated with wB97M-V/def2-TZVPD.

```
9
Properties=species:S:1:pos:R:3:forces:R:3:mulliken_charge:R:1
H -2.77494 0.78054 -1.15777 -0.6 0.2 0.4 0.28
C -2.17892 0.20600 -0.46263 0.1 -1.4 -0.4 -0.35
H 1.91489 0.28773 0.59907 -0.9 3.2 0.0 -0.01
C 2.05994 -0.69107 0.36607 1.2 -3.3 1.4 0.02
C -0.91690 0.48545 -0.31049 0.6 0.1 1.3 -0.27
H 3.11010 -0.92418 0.74069 -0.8 -0.6 -1.0 0.24
N 1.14575 -1.51722 0.19648 0.6 0.6 -0.4 -0.30
I 0.15406 2.16242 0.09517 -0.2 0.4 -0.6 0.18
H -2.51396 -0.78966 -0.06659 0.1 0.9 -0.8 0.22
```
Positions in Å, forces in eV/Å.

Properties
Net charge: 0
ΔE to the lowest compared entry with this formula, charge and spin: 475.9 kJ/mol
DFT total energy: -12760.5891 eV
Frontier orbital gap (alpha / beta): 8.1334 / 8.7135 eV

---

2.
Below is a structure of composition C10H30IO10 at a distorted geometry, with properties calculated with wB97M-V/def2-TZVPD.

```
51
Properties=species:S:1:pos:R:3:forces:R:3:mulliken_charge:R:1
C 0.22397 2.07099 -1.21493 -0.6 0.1 -1.3 -0.12
H -4.92577 -1.09327 -3.01415 0.1 0.0 0.1 0.30
H -3.39266 -0.27069 -1.68369 0.5 0.3 -0.2 0.20
H -1.81506 -1.78752 3.87707 0.3 0.6 0.8 0.37
H -2.41979 -3.22198 -1.41553 -0.8 0.0 -0.8 0.32
H 2.56602 -0.59379 -3.24332 0.4 -0.9 -0.6 0.39
H 1.21897 3.69881 -2.17784 -0.3 0.0 -0.7 0.33
H 0.80885 -1.95507 -4.40214 -0.6 -0.5 0.0 0.35
H 1.52385 -0.27929 -2.05050 0.1 -0.8 -0.1 -0.16
H -0.54539 2.01357 -0.44494 -0.1 -0.7 0.2 0.26
H -0.56985 3.97238 -1.69461 -0.2 -0.6 -1.8 0.30
O 0.63313 3.07734 1.34825 0.9 -3.6 6.2 -0.57
H 0.32848 -0.31389 -4.36069 0.2 0.6 0.3 0.33
H -0.96476 -2.39302 2.58412 1.1 -1.1 0.8 0.29
O 1.60654 0.32023 2.26651 0.9 2.1 2.1 -0.40
H 1.32298 -0.38015 1.67433 0.5 0.4 -0.4 -0.47
O 1.39484 1.39133 -0.97139 2.4 3.5 -0.9 -0.72
C -3.69066 -1.30601 -1.51821 1.9 0.3 0.5 -0.39
C -0.93963 -1.54879 3.27316 -0.3 0.2 -2.2 -0.58
H 1.43468 2.64939 3.23053 -0.1 -0.3 0.0 0.28
C 0.47509 -1.28038 3.90874 -1.2 -1.6 -1.4 0.16
C 1.78060 2.73050 2.20007 0.0 -1.3 -1.0 -0.59
C 0.40468 3.53819 -1.47128 -0.4 0.8 0.1 -0.81
O 0.93085 -2.50304 4.48362 0.0 -0.5 0.9 -0.58
H 1.52009 -2.39333 -1.39961 -0.1 -0.4 0.4 0.37
H 0.53887 -0.43492 4.59376 -0.1 0.0 -0.1 0.32
H 2.46125 3.58183 2.19294 0.1 -0.2 -0.5 0.38
H -1.03990 -0.87411 1.40965 -0.4 0.2 1.0 -0.31
C 1.70087 -1.06886 -2.78080 0.1 -0.1 -0.4 -0.02
H -1.53090 -1.80276 -1.91396 -3.7 -1.6 1.6 -0.23
H -0.58736 -1.23272 -2.07666 1.9 1.2 -0.2 -1.03
H 2.40412 1.21745 0.63899 0.0 0.9 0.3 0.29
O 1.94146 -2.41953 -2.26179 0.6 1.9 -1.1 -0.56
O 0.64833 4.32344 -0.36179 1.1 3.4 -2.5 -0.70
C 2.38477 1.34190 1.72169 0.0 0.5 -0.2 -0.17
H 1.14097 -1.15613 3.05477 -0.5 -0.1 1.3 0.41
H -0.11793 2.54475 1.62000 -0.2 -0.3 0.0 0.29
H 3.43327 1.18745 1.97644 0.2 0.4 0.7 0.31
O -0.67294 -1.49514 -2.99612 2.0 0.5 -3.6 -0.43
H 1.20530 0.59608 -0.46816 0.7 1.5 -0.1 -0.06
H -1.10044 -1.63358 0.13362 -1.9 -1.2 -0.2 0.50
I 0.44956 -0.88908 -0.04784 2.0 -3.5 0.5 0.56
H -4.34247 -1.18460 -0.65305 0.0 -0.9 0.4 0.37
C 0.51266 -1.16786 -3.70884 0.7 -0.2 -0.5 -0.50
O -1.33788 -0.57087 2.27039 -0.5 1.3 2.6 -0.56
C -2.34934 -2.14280 -1.27943 -1.5 0.1 1.5 1.22
H 0.69295 3.77522 0.42502 0.2 0.6 -0.7 0.57
O -1.96869 -2.03851 0.07227 -3.1 -1.2 0.7 -0.62
O -4.36103 -1.77378 -2.64055 -0.7 -0.8 -1.0 -0.55
H 1.09791 -2.40702 5.42408 -0.1 0.1 -0.1 0.31
H -0.11363 1.58142 -2.12841 -1.1 0.4 -0.3 0.35
```
Positions in Å, forces in eV/Å.

Properties
Net charge: -1
ΔE to the lowest compared entry with this formula, charge and spin: 1000.7 kJ/mol
DFT total energy: -39423.0263 eV
Frontier orbital gap: 8.2952 eV

---

3.
Below is a structure of composition C38H51CrGeP2S2Sb at a distorted geometry, with properties calculated with wB97M-V/def2-TZVPD.

```
96
Properties=species:S:1:pos:R:3:forces:R:3:mulliken_charge:R:1
H -5.89523 -2.46353 5.11978 0.0 0.0 0.0 0.37
H 4.21649 -1.43684 -4.12401 -0.1 0.0 0.0 0.22
C -1.32910 2.88502 2.09819 0.0 0.0 0.0 -0.52
H -0.59385 -1.14448 4.59340 0.0 0.0 0.0 0.53
H -4.44073 1.27939 3.63831 0.0 0.0 0.0 0.41
C 4.55477 -1.19694 -3.11687 0.0 0.0 0.0 -1.58
C 1.22631 -0.34160 2.46337 0.0 0.0 0.0 0.86
C -1.35605 -0.63200 0.92991 0.4 0.8 -0.2 0.81
H -0.30839 0.83628 -5.27618 0.0 0.0 0.0 0.26
C -1.28056 -4.43627 4.94486 0.0 0.0 0.0 -0.47
H 4.20059 1.59940 -3.94562 0.0 0.0 0.0 0.33
C -0.70849 -2.18792 4.32416 0.0 0.0 0.0 0.08
C 0.79444 -3.02058 -3.62569 0.0 -0.1 0.0 -1.46
C 3.32132 1.26682 3.37241 0.0 0.0 0.0 -0.72
C 2.20613 2.62302 -2.45124 0.0 0.0 0.0 -1.93
H -3.02527 -2.36564 1.93346 0.0 0.0 0.0 0.47
C -1.12481 -3.09754 5.28301 0.0 0.0 0.0 -1.06
H -3.94691 2.88643 -4.56712 0.0 0.0 0.0 0.38
C -1.34817 1.13916 -5.17268 0.0 -0.1 -0.1 -1.17
C -3.76635 2.29581 -3.66585 -0.1 0.0 -0.1 -1.37
H 2.34801 3.63168 -2.85342 0.0 0.0 0.0 0.45
C -3.60538 -0.45980 2.69331 0.0 0.1 0.0 0.42
C -4.43766 0.19492 3.60520 0.0 0.0 0.0 -0.35
H -2.11007 1.48755 -1.05189 0.0 -0.1 0.0 0.36
C 3.10589 0.01690 3.93554 0.0 0.0 0.0 -0.79
H 5.08319 -0.24456 -3.16650 0.0 0.0 0.0 0.35
S 0.87538 -2.31769 0.14398 -0.1 0.0 0.3 -1.01
C 1.45728 0.90895 1.89993 0.0 0.1 0.0 -0.11
C 3.94568 -0.49623 -0.78847 0.0 0.0 0.0 -1.31
H -0.38996 -4.25768 1.67588 0.0 0.0 0.0 0.35
Cr -0.54393 -0.62173 -0.91226 -1.2 -0.1 0.2 -1.77
P -2.60084 0.50597 1.47521 -0.1 -0.3 0.0 -0.60
C -0.44031 -2.59981 3.02035 0.0 0.1 0.0 -0.01
C 2.06225 1.59643 -3.57868 0.1 0.2 0.0 1.38
C -5.26274 -1.90513 4.44093 0.0 0.0 0.0 -0.60
H 2.64922 2.68551 1.90364 0.0 0.0 0.0 0.43
C 1.64508 -1.60872 -5.51674 0.0 0.0 0.0 -1.53
Sb 1.54450 -0.26313 -2.62434 -0.1 -0.2 0.2 1.22
H 5.29245 -1.95290 -2.82793 0.0 0.0 0.0 0.41
H 0.13082 -3.08302 -2.76049 0.0 0.1 0.0 0.18
C -1.46046 1.43013 3.98540 0.0 -0.1 0.1 0.15
C -5.24912 -0.51445 4.47616 0.0 0.0 0.0 -0.55
H -0.30169 4.74190 2.39702 0.0 0.0 0.0 0.42
S -2.48910 -0.69284 -2.03278 0.5 0.2 0.0 -0.57
C 3.43681 -1.14294 -2.07860 0.2 0.0 0.1 0.64
H -1.13038 -5.89862 3.38114 0.0 0.0 0.0 0.39
H 2.60502 -2.12097 -5.42546 0.0 0.0 0.0 0.27
C -1.01137 -4.85643 3.65067 0.0 0.0 0.0 -0.72
H 3.19854 -0.52411 0.00525 0.0 0.0 0.0 0.11
H -1.55935 1.88708 -5.94045 0.0 0.0 0.0 0.44
H -4.16600 2.83529 -2.80666 0.0 0.0 0.0 0.37
H 1.06785 -2.14830 -6.27550 0.0 0.0 0.0 0.49
H -1.33895 -2.75968 6.28913 0.0 0.0 0.0 0.41
H -0.52452 2.12913 5.78343 0.0 0.0 0.0 0.40
C -1.63588 0.89095 -1.84352 -0.2 -0.3 0.0 0.39
H -1.34172 4.31724 -4.22641 0.0 0.0 0.0 0.43
H 1.77394 -3.40383 -3.32526 0.0 0.0 0.0 0.26
H 1.83174 -0.61049 -5.91117 0.0 0.1 0.0 0.25
H -1.55785 3.09429 1.05762 0.0 0.0 0.0 0.41
H -5.87698 0.01733 5.18145 0.0 0.0 0.0 0.37
H 3.12052 -2.16425 -1.84494 0.0 0.0 0.0 0.37
H 1.32953 2.64050 -1.80011 0.0 0.0 0.0 0.39
C -1.02828 3.72311 -3.36634 0.1 0.1 0.1 -1.21
H -1.61027 -5.14904 5.69056 0.0 0.0 0.0 0.38
C -3.64624 -1.85024 2.65615 0.0 0.0 -0.1 -0.44
H -4.29737 1.34712 -3.74940 0.0 0.0 0.0 0.35
H 0.06042 3.69001 -3.35070 -0.1 0.0 0.0 0.32
H -4.46789 -3.65000 3.47530 0.0 0.0 0.0 0.42
H 4.22655 0.54757 -0.95842 0.0 0.0 0.0 0.22
H 0.24113 4.25426 4.76964 0.0 0.0 0.0 0.36
H 3.07474 2.39984 -1.82542 0.0 0.0 0.0 0.35
H -1.80810 0.51208 4.44518 0.0 0.0 0.0 0.43
H -0.13417 -1.25724 -4.36827 0.0 0.0 0.0 -0.06
C -0.31928 3.54014 4.17855 0.0 0.0 0.0 -0.51
C -1.74618 1.67049 2.64382 0.0 0.0 -0.1 0.10
H 0.40362 -3.69835 -4.39199 0.0 0.0 0.0 0.46
H 1.15972 1.83461 -4.14619 0.0 0.0 0.0 -0.26
H 3.28784 0.88372 -5.26379 0.0 -0.1 0.0 0.29
H 0.80974 1.25062 1.09791 0.0 0.0 0.0 0.24
H 1.91939 -1.76302 3.92097 0.0 0.0 0.0 0.45
C 2.06571 -0.78418 3.48209 0.0 0.0 0.0 -0.39
H 4.83962 -1.01354 -0.42434 0.0 0.0 0.0 0.47
C -4.46503 -2.56737 3.52018 0.0 0.0 0.0 -0.50
C 3.26917 1.66538 -4.50748 0.0 0.0 0.0 -1.66
H -1.36354 4.23245 -2.46087 0.0 0.0 0.0 0.32
C -0.59250 -3.94145 2.69214 0.0 0.0 0.0 -0.53
H -1.98164 0.26952 -5.35195 0.0 0.0 0.0 0.34
H 3.27867 2.62874 -5.02861 0.0 0.0 0.0 0.43
C 0.88490 -1.60796 -4.19446 0.1 0.0 -0.2 0.89
H 4.12923 1.89296 3.73037 0.0 0.0 0.0 0.41
H 3.75144 -0.34057 4.72841 0.0 0.0 0.0 0.40
P -0.08245 -1.37831 1.69735 0.6 -0.5 -0.2 1.40
C 2.49545 1.71039 2.34861 0.0 0.0 0.0 -0.87
Ge -1.85110 1.93686 -3.45101 0.1 0.1 0.1 0.60
C -0.62079 3.81078 2.85036 0.0 0.0 0.0 -0.51
C -0.74813 2.34822 4.74639 0.0 0.0 -0.1 -0.70
```
Positions in Å, forces in eV/Å.

Properties
Net charge: -1
ΔE to the lowest compared entry with this formula, charge and spin: 56.3 kJ/mol
DFT total energy: -171956.6857 eV
Multiplicity: 2
Frontier orbital gap (alpha / beta): 6.6767 / 6.2324 eV

---

4.
Below is a structure of composition C4H7BrNO3S at a distorted geometry, with properties calculated with wB97M-V/def2-TZVPD.

```
17
Properties=species:S:1:pos:R:3:forces:R:3:mulliken_charge:R:1
Br -2.89806 -1.21905 0.40323 -0.2 -0.2 0.2 -0.31
H -1.23921 0.48141 1.86154 0.5 0.7 0.4 0.39
C 0.41582 -0.65669 1.11652 1.3 -0.6 0.6 -0.42
C 1.65163 -0.38682 0.14988 -0.9 -3.5 2.4 -0.67
H -0.13383 -1.61726 0.94881 0.6 0.7 -0.5 0.25
C -1.61868 0.25815 -0.12515 -0.5 1.9 1.2 0.10
H -0.21691 1.42329 0.68933 1.2 1.4 0.4 0.59
O -1.13384 -0.10051 -1.30550 0.3 0.6 -1.1 -0.36
C -0.54497 0.48217 1.01746 -3.7 -1.8 -0.4 -1.20
H -2.38880 1.20792 -0.06877 1.8 -2.1 -0.5 0.26
H 1.86184 0.63473 0.24427 1.0 1.4 0.5 0.46
H 2.38906 -1.09787 0.58955 0.3 0.9 -0.6 0.37
O 0.33312 0.18129 -3.25272 0.0 -0.4 -0.6 -0.67
S 0.54871 0.32301 -1.85483 -0.5 -0.6 -0.1 1.06
H 0.82837 -0.83215 2.16615 -0.5 0.8 -1.0 0.37
O 0.73166 1.67503 -1.38098 -0.2 0.4 0.3 -0.63
N 1.41410 -0.75663 -1.19880 -0.4 0.5 -1.2 -0.57
```
Positions in Å, forces in eV/Å.

Properties
Net charge: -1
DFT total energy: -92771.9940 eV
Frontier orbital gap: 8.0227 eV